Density functional theory data (the ωB97M-V functional and the def2-TZVPD basis) for a structure of composition C4H3Cl2FS at a distorted geometry.

Cartesian coordinates (Å):
C -0.477 0.091 0.018
C 1.043 -0.089 -0.200
C 1.828 1.137 -0.214
C 1.418 2.261 0.598
H 2.859 1.434 -1.088
H 0.466 2.108 1.364
H 1.940 3.414 0.440
F -0.547 0.594 1.366
S 1.742 -1.574 -0.354
Cl -1.331 -1.439 0.417
Cl -1.674 0.997 -0.921

Results
frontier orbital gap = 7.7 eV
relative energy (zero: lowest compared OMol25 entry of this formula, charge and spin) = 281.29 kJ/mol
HOMO energy = -9.3 eV
E_LUMO = -0.060 Eh


Density functional theory data (the ωB97M-V functional and the def2-TZVPD basis) for a structure of composition C43H70BCaN7O5Si at a distorted geometry.

Cartesian coordinates (Å):
Ca 0.353 -0.154 2.282
C -0.983 5.058 2.334
C -0.408 3.865 3.027
C 0.379 3.829 4.159
C 0.653 2.469 4.395
N 0.049 1.733 3.470
N -0.607 2.589 2.626
B -1.150 1.977 1.311
N -0.572 2.723 0.082
N 0.761 2.549 -0.155
C 1.040 3.192 -1.280
C -0.128 3.796 -1.787
C -1.131 3.471 -0.897
C -2.585 3.823 -0.981
C 2.441 3.265 -1.845
C 3.342 2.188 -1.234
C 2.386 3.075 -3.366
C 3.019 4.650 -1.520
N -2.671 1.765 1.192
N -3.041 0.870 0.229
C -4.360 0.769 0.285
C -4.861 1.600 1.308
C -3.759 2.207 1.865
C -3.724 3.176 3.006
C -5.143 -0.087 -0.684
C -6.164 -0.932 0.084
C -4.206 -1.013 -1.467
C -5.871 0.841 -1.667
C 1.517 1.879 5.480
C 1.555 0.355 5.379
C 2.944 2.420 5.316
C 0.956 2.292 6.846
H -0.192 5.757 2.065
H -1.683 5.576 2.990
H -1.508 4.777 1.423
H 0.723 4.685 4.724
H -0.698 0.880 1.234
H -0.239 4.387 -2.685
H -2.724 4.600 -1.732
H -2.983 4.181 -0.031
H -3.176 2.952 -1.273
H 2.890 1.195 -1.333
H 3.533 2.394 -0.178
H 4.305 2.180 -1.752
H 1.998 2.083 -3.616
H 3.389 3.172 -3.794
H 1.743 3.823 -3.834
H 2.980 4.837 -0.444
H 2.449 5.434 -2.024
H 4.064 4.716 -1.842
H -5.890 1.730 1.612
H -4.579 2.996 3.656
H -3.792 4.208 2.649
H -2.816 3.080 3.599
H -5.659 -1.568 0.817
H -6.714 -1.574 -0.610
H -6.885 -0.305 0.615
H -4.788 -1.634 -2.153
H -3.484 -0.437 -2.051
H -3.650 -1.665 -0.788
H -6.585 1.483 -1.143
H -6.413 0.255 -2.414
H -5.156 1.484 -2.187
H 2.034 0.062 4.438
H 0.555 -0.082 5.406
H 2.141 -0.061 6.199
H 3.345 2.143 4.339
H 3.595 2.004 6.089
H 2.962 3.509 5.402
H -0.063 1.911 6.971
H 0.926 3.380 6.947
H 1.578 1.889 7.651
C 2.312 -1.798 -0.691
Si 1.833 -2.748 -2.188
C 1.114 -4.568 -1.961
N 0.231 -4.925 -0.891
C 0.780 -5.308 0.364
C -0.142 -6.219 1.201
C -1.574 -6.189 0.651
C -1.910 -4.736 0.304
C -1.097 -4.326 -0.920
C 0.602 -1.787 -3.238
C -0.274 -2.382 -4.147
C -1.083 -1.613 -4.977
C -1.031 -0.225 -4.916
C -0.173 0.391 -4.014
C 0.633 -0.385 -3.190
C 3.363 -3.062 -3.235
C 4.415 -2.136 -3.218
C 5.580 -2.351 -3.944
C 5.715 -3.502 -4.709
C 4.675 -4.423 -4.759
C 3.513 -4.201 -4.031
H 3.346 -1.849 -0.351
H 1.648 -1.234 -0.030
H 1.989 -5.224 -1.926
H 0.582 -4.745 -2.908
H 0.960 -4.410 1.020
H 1.778 -5.734 0.235
H -0.163 -5.831 2.217
H 0.248 -7.241 1.236
H -2.264 -6.591 1.395
H -1.654 -6.794 -0.256
H -1.644 -4.107 1.157
H -2.972 -4.597 0.094
H -1.016 -3.230 -0.961
H -1.599 -4.655 -1.842
H -0.333 -3.462 -4.227
H -1.747 -2.101 -5.680
H -1.655 0.372 -5.572
H -0.125 1.474 -3.961
H 1.316 0.107 -2.494
H 4.321 -1.230 -2.621
H 6.384 -1.625 -3.911
H 6.627 -3.684 -5.266
H 4.772 -5.318 -5.362
H 2.711 -4.933 -4.088
O 2.137 0.867 1.599
H 1.805 1.534 0.925
H 2.946 0.462 1.264
O -0.791 -0.767 -0.406
H -0.414 -0.373 -1.204
H -1.631 -0.272 -0.247
O 1.073 -2.028 2.575
O -0.059 -1.842 3.312
O 3.757 -1.442 2.716
H 2.985 -1.553 3.291
H 3.635 -2.129 2.051

Results
frontier orbital gap (alpha / beta) = 6.3 / 6.5 eV
HOMO energy (alpha / beta) = -7.1 / -7.0 eV
E_LUMO (alpha / beta) = -0.027 / -0.018 Eh


Density functional theory data (the ωB97M-V functional and the def2-TZVPD basis) for a cluster of 2 separate species, C6H15ClNPS in total at a distorted geometry.

Cartesian coordinates (Å):
C 3.441 1.591 -1.314
C 0.951 1.749 1.141
C -3.878 -1.332 0.662
C 2.295 0.860 -1.785
C 1.549 0.474 0.520
C -2.415 -1.241 1.132
N 1.441 0.377 -0.987
P -1.296 -2.380 0.188
S -1.375 -1.605 -1.784
Cl -2.439 -4.021 0.127
H 3.696 2.427 -1.895
H 3.334 1.869 -0.203
H 4.239 0.791 -1.244
H 1.240 2.108 2.134
H 1.062 2.720 0.529
H -0.121 1.679 1.122
H -4.250 -2.308 0.529
H -4.591 -0.861 1.279
H -4.041 -0.908 -0.337
H 2.087 0.764 -2.972
H -0.126 -0.986 -1.714
H 2.605 0.386 0.757
H 1.058 -0.410 0.874
H -2.272 -1.540 2.248
H -2.194 -0.203 0.992

Results
frontier orbital gap = 9.2 eV
relative energy (zero: lowest compared OMol25 entry of this formula, charge and spin) = 75.58 kJ/mol
HOMO energy = -8.4 eV
E_LUMO = 0.031 Eh
SMILES = C/C=N\CC.CCP(S)Cl


Density functional theory data (the ωB97M-V functional and the def2-TZVPD basis) for the molecule C4H4O.

Cartesian coordinates (Å):
C -0.683 1.325 -0.369
C -1.406 1.076 0.636
C -0.535 -0.306 0.235
C 0.910 -0.626 0.036
O 0.307 -0.687 1.299
H -0.146 1.694 -1.225
H -1.241 -1.066 -0.091
H 1.635 0.175 -0.103
H 1.159 -1.585 -0.419

Results
frontier orbital gap = 10.9 eV
relative energy (zero: lowest compared OMol25 entry of this formula, charge and spin) = 479.25 kJ/mol
HOMO energy = -10.0 eV
E_LUMO = 0.032 Eh


Density functional theory data (the ωB97M-V functional and the def2-TZVPD basis) for a structure of composition C56H44N5O3P2S3W at a distorted geometry.

Cartesian coordinates (Å):
W 0.744 1.186 0.523
C 5.036 1.083 1.583
C 3.620 1.519 1.784
O 2.670 1.006 1.028
C 3.373 2.480 2.706
C 2.112 3.082 2.891
C 1.992 4.231 3.834
N 1.062 2.669 2.219
N -0.048 3.428 2.493
C -0.965 3.301 1.622
O -0.748 2.419 0.614
C -2.155 4.159 1.759
C -2.369 4.794 2.990
C -3.404 5.695 3.139
C -4.243 5.985 2.070
C -4.040 5.360 0.853
C -3.002 4.453 0.698
H 5.103 0.071 1.211
H 5.574 1.163 2.525
H 5.522 1.757 0.873
H 4.199 2.852 3.292
H 2.923 4.391 4.368
H 1.176 4.056 4.534
H 1.732 5.129 3.271
H -1.717 4.565 3.820
H -3.555 6.182 4.093
H -5.046 6.702 2.184
H -4.686 5.569 0.010
H -2.853 3.996 -0.266
S 0.682 0.952 -1.950
C 1.561 2.434 -2.162
S 1.804 3.224 -0.647
C 1.987 2.884 -3.370
C 2.742 4.089 -3.456
N 3.371 5.050 -3.504
C 1.709 2.157 -4.563
N 1.489 1.561 -5.522
C -1.634 -5.593 0.662
C -1.571 -4.997 -0.763
C -2.033 -6.047 -1.777
C -0.135 -4.572 -1.008
C 0.851 -5.494 -1.324
C 2.187 -5.133 -1.402
C 2.567 -3.840 -1.108
C 1.600 -2.884 -0.805
P 2.116 -1.211 -0.230
C 3.242 -1.921 1.039
C 4.611 -2.055 0.838
C 5.387 -2.731 1.770
C 4.806 -3.268 2.908
C 3.434 -3.171 3.094
C 2.654 -2.517 2.154
C 3.241 -0.741 -1.613
C 3.106 -1.377 -2.849
C 3.908 -1.018 -3.920
C 4.866 -0.027 -3.775
C 5.001 0.622 -2.558
C 4.188 0.277 -1.489
C 0.266 -3.255 -0.796
O -0.598 -2.232 -0.560
C -1.936 -2.497 -0.592
C -2.733 -1.374 -0.416
C -4.113 -1.524 -0.475
C -4.664 -2.771 -0.704
C -3.845 -3.878 -0.831
C -2.463 -3.770 -0.771
P -1.916 0.256 -0.146
C -3.209 0.914 0.977
C -3.040 0.867 2.357
C -4.078 1.223 3.204
C -5.295 1.628 2.681
C -5.461 1.703 1.307
C -4.424 1.355 0.458
C -2.292 1.021 -1.790
C -2.115 2.385 -2.050
C -2.348 2.906 -3.310
C -2.722 2.073 -4.356
C -2.866 0.717 -4.124
C -2.660 0.196 -2.853
H -0.944 -6.434 0.752
H -2.646 -5.941 0.879
H -1.368 -4.839 1.403
H -1.425 -6.947 -1.704
H -1.968 -5.665 -2.797
H -3.060 -6.349 -1.583
H 0.581 -6.526 -1.495
H 2.934 -5.872 -1.659
H 3.612 -3.567 -1.117
H 5.077 -1.666 -0.060
H 6.451 -2.836 1.599
H 5.422 -3.781 3.635
H 2.965 -3.618 3.960
H 1.578 -2.514 2.264
H 2.360 -2.146 -2.988
H 3.775 -1.511 -4.873
H 5.489 0.250 -4.616
H 5.734 1.411 -2.443
H 4.303 0.813 -0.565
H -4.765 -0.675 -0.348
H -5.738 -2.882 -0.768
H -4.300 -4.851 -0.955
H -2.108 0.545 2.792
H -3.936 1.174 4.276
H -6.112 1.883 3.343
H -6.402 2.044 0.895
H -4.555 1.431 -0.615
H -1.746 3.050 -1.286
H -2.221 3.967 -3.481
H -2.873 2.476 -5.348
H -3.135 0.051 -4.933
H -2.774 -0.867 -2.699
S 0.465 -0.008 2.757
C -0.589 -1.294 2.563
N -1.313 -2.192 2.611

Results
frontier orbital gap = 5.6 eV
relative energy (zero: lowest compared OMol25 entry of this formula, charge and spin) = 0.00 kJ/mol
HOMO energy = -10.8 eV
E_LUMO = -0.190 Eh
total charge = +1